Entry 1:
Density functional theory data (wB97M-V/def2-TZVPD) for a 12-piece molecular cluster, C41H53N11O6S overall.

Values from the calculation:
LUMO energy = 4.45 eV
Total charge = -2
Electronic energy = -82869.931 eV
Strongest force on any atom = 14.2 eV Å⁻¹

The geometry in XYZ format:
```
112
Properties=species:S:1:pos:R:3:lowdin_charge:R:1
S 32.33 -15.31 40.81 0.2830
O 30.88 -15.50 40.43 -0.3573
O 32.73 -14.00 40.57 -0.3017
O 32.55 -15.64 42.23 -0.3416
O 33.06 -16.22 40.04 -0.3142
N 33.40 -17.71 43.20 -0.0476
C 32.72 -18.62 43.88 -0.1591
C 33.72 -19.86 44.32 -0.0929
C 34.99 -19.49 43.75 -0.0940
C 34.72 -17.97 43.25 -0.1263
H 33.12 -16.84 42.70 0.0239
H 31.64 -18.50 44.17 0.0998
H 33.52 -20.81 44.94 0.0731
H 36.09 -19.76 43.91 0.0802
H 35.42 -17.22 42.87 0.0864
N 35.72 -16.33 40.45 0.0005
C 36.46 -17.50 40.19 -0.1047
C 37.91 -17.18 40.38 -0.0726
C 37.97 -15.75 40.79 -0.0833
C 36.57 -15.21 40.84 -0.0588
H 34.75 -16.36 40.34 0.0200
H 35.83 -18.22 39.58 0.0918
H 38.68 -17.80 40.26 0.0084
H 38.86 -15.17 40.87 0.0500
H 36.25 -14.26 41.24 0.0768
N 31.77 -11.95 41.74 -0.0091
C 31.56 -10.65 41.21 -0.1123
C 30.91 -9.89 42.21 -0.0926
C 30.76 -10.71 43.44 -0.0152
C 31.37 -12.01 42.99 -0.1598
H 32.16 -12.88 41.25 0.0732
H 31.58 -10.55 40.17 0.0756
H 30.79 -8.95 42.24 -0.0052
H 30.30 -10.52 44.24 -0.0219
H 31.65 -12.87 43.64 0.1103
N 30.05 -15.06 38.02 -0.0444
C 28.70 -15.40 37.72 -0.0885
C 28.61 -14.97 36.28 -0.0955
C 30.00 -14.34 35.80 -0.0747
C 30.87 -14.51 37.00 -0.1037
H 30.35 -15.19 38.97 0.0125
H 28.01 -15.88 38.49 0.1069
H 27.83 -14.99 35.63 0.0001
H 30.12 -14.16 34.68 0.0729
H 31.92 -14.38 37.25 0.0888
N 33.45 -17.32 37.71 0.0090
C 32.56 -17.99 37.01 -0.1283
C 33.25 -18.71 35.83 -0.0499
C 34.69 -18.30 36.06 -0.0608
C 34.80 -17.40 37.27 -0.0483
H 33.24 -16.88 38.53 0.0133
H 31.50 -18.01 37.12 0.0836
H 32.47 -19.24 35.23 0.0703
H 35.50 -18.51 35.42 0.0317
H 35.46 -16.79 37.52 -0.0030
N 34.57 -12.78 39.28 -0.0062
C 35.17 -11.52 39.46 -0.1045
C 36.22 -11.39 38.43 -0.0672
C 36.20 -12.77 37.73 -0.0669
C 35.06 -13.56 38.29 -0.0988
H 33.83 -13.02 39.87 0.0329
H 34.98 -10.86 40.26 0.0646
H 36.86 -10.61 38.15 0.0343
H 36.96 -13.02 37.00 0.0510
H 34.77 -14.52 38.03 0.0607
N 29.02 -18.25 40.83 -0.0184
C 28.51 -18.89 42.03 -0.1140
C 27.83 -20.08 41.60 -0.0951
C 27.84 -20.03 40.09 -0.0519
C 28.73 -18.82 39.72 -0.1328
H 29.45 -17.22 40.94 0.1687
H 28.79 -18.51 42.92 0.0499
H 27.47 -21.02 42.02 0.0711
H 27.43 -20.75 39.39 0.0482
H 29.11 -18.62 38.85 0.0397
N 27.96 -15.16 41.98 0.0060
C 27.78 -13.81 42.36 -0.0523
C 26.44 -13.74 42.96 -0.0940
C 25.79 -14.98 42.82 -0.0800
C 26.84 -15.94 42.32 -0.0743
H 28.71 -15.32 41.45 0.0306
H 28.64 -13.23 42.19 0.0827
H 26.12 -12.99 43.39 -0.0144
H 24.77 -15.13 43.06 0.0549
H 26.90 -17.05 42.03 0.0928
N 34.31 -13.72 43.51 -0.0173
C 34.91 -12.50 43.42 -0.1351
C 35.81 -12.34 44.58 -0.0787
C 35.74 -13.63 45.31 -0.0543
C 34.75 -14.48 44.56 -0.0907
H 33.79 -14.14 42.78 0.0684
H 34.57 -11.82 42.57 0.1119
H 36.26 -11.37 44.69 0.0589
H 36.15 -13.98 46.11 -0.0110
H 34.52 -15.58 44.71 0.0982
N 31.29 -15.86 44.73 -0.0138
C 31.91 -16.42 45.86 -0.0796
C 30.79 -16.14 46.98 -0.1502
C 29.66 -15.55 46.43 -0.1040
C 30.07 -15.51 44.94 -0.1414
H 31.76 -16.02 43.92 0.0378
H 32.97 -16.89 45.76 0.1084
H 31.06 -16.60 48.06 0.1009
H 28.83 -15.08 47.08 0.0999
H 29.54 -14.98 44.18 0.0729
C 33.13 -19.47 40.40 0.0402
N 33.67 -20.57 39.56 -0.4456
O 34.88 -20.60 39.40 0.0365
O 32.95 -21.38 39.06 0.0589
H 33.21 -19.92 41.49 0.1313
H 32.24 -19.02 40.18 0.0549
H 33.86 -18.67 40.50 0.0504
```



Entry 2:
Density functional theory data (wB97M-V/def2-TZVPD) for C41H54AsN4O5RuS2Si2 as an isolated structure.

Values from the calculation:
LUMO energy (spin up / spin down) = -0.80 / -0.87 eV
Multiplicity = 2
Total charge = 0
Electronic energy = -160439.607 eV
Strongest force on any atom = 1.0 eV Å⁻¹

The geometry in XYZ format:
```
110
Properties=species:S:1:pos:R:3:lowdin_charge:R:1
Ru -0.08 -0.01 -0.12 0.9668
O -1.39 -1.50 1.51 -0.1249
C -2.05 -2.57 0.83 -0.3189
C -1.79 -2.44 -0.69 -0.5793
O -2.40 -3.15 -1.47 0.0883
O -0.92 -1.56 -1.04 -0.1796
C -1.54 -3.90 1.37 -0.1393
C -1.51 -4.06 2.75 -0.0152
C -1.03 -5.22 3.32 -0.0713
C -0.58 -6.26 2.50 -0.0891
C -0.62 -6.11 1.13 -0.0750
C -1.10 -4.94 0.56 -0.0242
C -3.54 -2.37 1.09 -0.1308
C -4.44 -3.41 0.91 -0.0107
C -5.80 -3.21 1.11 -0.0713
C -6.27 -1.96 1.48 -0.0927
C -5.38 -0.91 1.65 -0.0777
C -4.02 -1.11 1.46 -0.0395
H -0.47 -1.77 1.70 0.0585
H -1.87 -3.26 3.38 0.1128
H -1.01 -5.33 4.39 0.1033
H -0.21 -7.17 2.94 0.1003
H -0.28 -6.91 0.49 0.1038
H -1.15 -4.84 -0.52 0.1144
H -4.08 -4.38 0.61 0.1238
H -6.49 -4.03 0.97 0.1030
H -7.33 -1.80 1.64 0.0990
H -5.73 0.07 1.94 0.1006
H -3.32 -0.30 1.61 0.0832
C 4.14 -2.32 -0.44 -0.0413
N 2.79 -2.32 0.09 -0.1087
C 1.82 -3.14 -0.63 -0.0062
C 2.39 -1.48 1.05 -0.4649
O 1.18 -1.14 1.23 -0.1660
N 3.34 -0.98 1.90 -0.1259
C 4.37 -1.85 2.45 -0.0481
C 2.95 0.13 2.76 -0.0557
H 4.08 -2.22 -1.53 0.0896
H 4.68 -3.23 -0.20 0.0945
H 4.69 -1.46 -0.06 0.0862
H 1.77 -4.14 -0.19 0.0960
H 2.14 -3.22 -1.66 0.0989
H 0.84 -2.69 -0.62 0.0559
H 4.28 -2.85 2.05 0.0866
H 4.24 -1.91 3.54 0.0943
H 5.37 -1.47 2.25 0.0928
H 2.29 0.81 2.22 0.0446
H 3.85 0.66 3.06 0.0974
H 2.43 -0.22 3.65 0.0765
N -5.43 2.31 -4.02 0.0807
C -4.15 2.75 -4.13 -0.8196
S -3.70 3.92 -5.19 0.6990
C -3.19 2.10 -3.18 -0.2091
C -3.61 1.30 -2.11 0.0079
C -2.67 0.76 -1.27 -0.1046
N -1.35 0.97 -1.42 -0.0867
C -0.94 1.73 -2.45 -0.1008
C -1.82 2.31 -3.34 -0.0248
H -6.08 2.65 -4.72 0.0951
H -5.63 1.40 -3.64 0.0946
H -4.64 1.11 -1.89 0.1148
H -2.96 0.13 -0.44 0.0896
H 0.13 1.85 -2.55 0.0953
H -1.45 2.91 -4.15 0.0864
C 5.52 3.32 -6.58 -0.0406
C 6.59 2.34 -6.97 -0.7393
O 7.27 2.46 -7.96 0.0047
S 7.00 0.97 -5.87 1.0223
C 5.60 0.83 -4.79 -0.5714
C 4.37 0.37 -5.26 -0.1004
C 3.30 0.23 -4.40 -0.0241
C 3.44 0.52 -3.04 -0.2606
C 4.68 0.97 -2.57 -0.0350
C 5.75 1.13 -3.44 -0.0969
C 2.35 0.36 -2.14 -0.1054
C 1.42 0.22 -1.36 -0.1499
H 4.98 3.60 -7.48 0.0907
H 6.03 4.20 -6.20 0.0957
H 4.84 2.95 -5.82 0.0593
H 4.26 0.12 -6.30 0.1138
H 2.35 -0.12 -4.76 0.1189
H 4.80 1.21 -1.52 0.1151
H 6.70 1.49 -3.07 0.1043
C 0.60 2.28 4.82 -0.2128
Si -0.74 1.27 3.95 0.2266
C -0.53 -0.52 4.46 -0.2083
C -2.43 1.88 4.48 -0.2192
As -0.55 1.56 1.65 0.7750
Si -1.34 3.71 1.20 0.2277
C -3.22 3.75 1.08 -0.2180
C -0.81 4.91 2.55 -0.2326
C -0.59 4.31 -0.42 -0.2175
H 0.43 2.29 5.90 0.0335
H 0.63 3.31 4.47 0.0074
H 1.57 1.84 4.63 0.0093
H -0.49 -0.57 5.55 0.0372
H 0.39 -0.94 4.06 0.0104
H -1.36 -1.13 4.11 0.0097
H -2.55 1.67 5.55 0.0331
H -3.22 1.37 3.94 0.0201
H -2.56 2.95 4.33 0.0102
H -3.68 3.44 2.02 0.0144
H -3.57 3.08 0.30 0.0043
H -3.56 4.76 0.85 0.0314
H -1.18 4.64 3.53 0.0063
H -1.19 5.90 2.31 0.0314
H 0.28 4.97 2.60 0.0279
H -1.33 4.32 -1.22 0.0192
H 0.24 3.69 -0.73 0.0109
H -0.22 5.33 -0.30 0.0288
```



Entry 3:
Density functional theory data (wB97M-V/def2-TZVPD) for C41H54AsN5O5S2Ti as an isolated structure.

Values from the calculation:
LUMO energy (spin up / spin down) = 0.24 / 0.24 eV
Total charge = 0
Electronic energy = -166704.561 eV
Strongest force on any atom = 3.4 eV Å⁻¹

The geometry in XYZ format:
```
109
Properties=species:S:1:pos:R:3:lowdin_charge:R:1
Ti 0.38 0.57 0.38 0.5983
C 3.10 3.79 4.93 -0.0760
C 2.82 2.31 5.13 -0.2174
N 3.03 1.52 3.93 -0.1542
C 4.24 0.76 3.78 -0.2769
C 5.40 1.57 3.20 -0.0833
C 2.10 1.61 2.94 -0.6909
S 2.51 0.94 1.39 0.7657
N 1.00 2.25 3.24 0.0943
C -0.18 2.19 2.62 -0.4532
O -0.48 1.27 1.74 -0.2798
C -1.20 3.09 3.08 -0.1547
C -2.43 3.17 2.39 -0.0257
C -3.40 4.04 2.81 -0.0954
C -3.21 4.85 3.92 -0.1061
C -2.01 4.76 4.63 -0.0965
C -1.01 3.91 4.21 -0.0267
H 2.88 4.35 5.84 0.0699
H 2.48 4.17 4.13 0.0639
H 4.14 3.97 4.67 0.0561
H 1.77 2.19 5.42 0.1035
H 3.45 1.90 5.93 0.1144
H 4.03 -0.07 3.10 0.0674
H 4.51 0.35 4.76 0.1150
H 5.11 1.96 2.23 0.0509
H 6.28 0.94 3.09 0.0686
H 5.65 2.40 3.86 0.0595
H -2.56 2.53 1.53 0.1139
H -4.33 4.10 2.26 0.0972
H -3.98 5.53 4.25 0.0916
H -1.86 5.38 5.51 0.0970
H -0.08 3.83 4.76 0.0946
C -3.11 -5.10 -3.94 -0.0796
O -2.50 -3.91 -3.52 -0.1005
C -2.11 -3.00 -4.47 -0.1941
C -2.28 -3.15 -5.83 -0.0224
C -1.82 -2.17 -6.71 -0.0870
C -1.21 -1.03 -6.21 -0.0875
C -1.04 -0.86 -4.85 -0.0466
C -1.50 -1.83 -3.96 -0.1676
N -1.32 -1.80 -2.59 0.1660
C -1.08 -0.71 -1.76 -0.3154
N -1.55 0.49 -2.19 0.1528
C -1.16 1.79 -1.85 -0.2039
C -0.31 2.09 -0.79 -0.1610
C -0.06 3.44 -0.54 -0.1044
C -0.61 4.45 -1.31 -0.0840
C -1.43 4.13 -2.39 -0.0413
C -1.70 2.81 -2.67 -0.2107
O -2.46 2.36 -3.74 -0.1163
C -3.02 3.31 -4.61 -0.0907
N -0.52 -0.88 -0.57 -0.0093
C -0.10 -2.13 -0.13 -0.2684
C 1.23 -2.35 0.24 -0.0710
C 1.67 -3.61 0.61 -0.0902
C 0.78 -4.67 0.66 -0.0743
C -0.56 -4.46 0.38 -0.0253
C -1.02 -3.21 0.02 -0.2601
O -2.33 -2.87 -0.19 -0.1011
C -3.31 -3.87 -0.05 -0.0678
H -3.33 -5.66 -3.04 0.0862
H -2.44 -5.69 -4.58 0.1007
H -4.04 -4.90 -4.48 0.1008
H -2.76 -4.03 -6.23 0.1053
H -1.95 -2.30 -7.77 0.1022
H -0.85 -0.27 -6.89 0.1045
H -0.54 0.01 -4.47 0.0855
H -1.57 -2.66 -2.14 0.1197
H -2.14 0.46 -3.01 0.1349
H 0.59 3.71 0.30 0.1019
H -0.40 5.49 -1.09 0.0997
H -1.84 4.92 -3.00 0.0968
H -3.54 2.74 -5.38 0.0913
H -2.25 3.93 -5.08 0.0949
H -3.73 3.95 -4.08 0.0975
H 1.93 -1.52 0.21 0.0657
H 2.71 -3.76 0.87 0.1103
H 1.12 -5.66 0.94 0.1035
H -1.25 -5.29 0.46 0.1087
H -4.26 -3.38 -0.23 0.1034
H -3.30 -4.31 0.95 0.0923
H -3.17 -4.66 -0.79 0.0812
O 1.72 0.25 -1.25 -0.6708
S 1.67 0.21 -2.74 1.0383
C 3.41 0.69 -3.18 -0.2710
C 4.24 -0.57 -3.03 -0.2355
C 3.44 -1.65 -3.75 -0.2246
C 2.02 -1.56 -3.22 -0.2606
H 3.69 1.49 -2.50 0.1012
H 3.41 1.05 -4.21 0.0932
H 4.33 -0.81 -1.97 0.1188
H 5.24 -0.45 -3.45 0.1172
H 3.86 -2.65 -3.58 0.1167
H 3.46 -1.46 -4.83 0.1143
H 1.89 -2.13 -2.30 0.0848
H 1.27 -1.86 -3.95 0.0725
C -1.87 -2.88 3.52 -0.3110
As -0.91 -1.27 2.79 1.1775
C -1.39 -0.13 4.33 -0.2901
C 0.86 -1.80 3.50 -0.2856
H -1.58 -3.12 4.54 0.0170
H -1.65 -3.74 2.89 -0.0108
H -2.94 -2.69 3.49 0.0157
H -1.49 -0.72 5.25 0.0243
H -2.33 0.39 4.15 0.0280
H -0.62 0.62 4.47 0.0096
H 0.85 -1.75 4.58 0.0278
H 1.63 -1.12 3.12 -0.0184
H 1.11 -2.81 3.18 0.0117
```



Entry 4:
Density functional theory data (wB97M-V/def2-TZVPD) for C41H54CaN8 as an isolated structure.

Values from the calculation:
LUMO energy = -0.60 eV
Total charge = 0
Electronic energy = -73756.735 eV
Strongest force on any atom = 1.5 eV Å⁻¹

The geometry in XYZ format:
```
104
Properties=species:S:1:pos:R:3:lowdin_charge:R:1
Ca -0.57 0.21 0.00 1.3724
C 5.31 2.19 -1.78 -0.0820
C 4.96 1.77 -0.34 -0.1938
C 3.78 0.84 -0.30 -0.1337
C 3.78 -0.52 -0.21 -0.1537
C 4.95 -1.44 -0.12 -0.2021
C 5.32 -2.05 -1.48 -0.0773
C 2.38 -0.94 -0.27 -0.2583
C 1.89 -2.26 -0.22 0.0360
C 0.58 -2.75 -0.31 -0.2610
C 0.15 -4.15 -0.32 -0.1363
C 1.07 -5.33 -0.30 -0.1945
C 1.69 -5.59 -1.68 -0.0802
C -1.21 -4.14 -0.44 -0.1326
C -1.63 -2.74 -0.50 -0.2331
C -2.95 -2.26 -0.62 0.0610
C -3.43 -0.94 -0.75 -0.2313
N -2.65 0.16 -0.76 -0.0502
C -3.42 1.26 -0.88 -0.2309
C -2.93 2.58 -0.90 0.0631
C -1.61 3.07 -0.83 -0.2294
N -0.51 2.30 -0.70 -0.0523
C 0.59 3.07 -0.67 -0.2306
C 1.91 2.59 -0.54 0.0615
C 2.38 1.27 -0.42 -0.2326
N 1.61 0.16 -0.40 -0.0422
C 0.18 4.47 -0.80 -0.1302
C -1.18 4.47 -0.90 -0.1293
C -2.10 5.64 -1.01 -0.1930
C -2.72 6.03 0.34 -0.0836
C 1.11 5.64 -0.78 -0.1927
C 1.52 6.02 0.65 -0.0840
C -4.82 0.84 -0.96 -0.1296
C -4.82 -0.52 -0.89 -0.1305
C -6.00 -1.45 -0.97 -0.1922
C -6.15 -2.06 -2.37 -0.0819
C -5.98 1.76 -1.16 -0.1926
C -6.13 2.19 -2.63 -0.0831
N -0.52 -1.97 -0.41 -0.0491
C -2.13 -5.32 -0.57 -0.1925
C -2.53 -5.57 -2.03 -0.0809
H 6.16 2.87 -1.79 0.0700
H 4.46 2.67 -2.25 0.0705
H 5.57 1.31 -2.37 0.0665
H 4.74 2.66 0.25 0.1057
H 5.82 1.29 0.12 0.1002
H 4.74 -2.24 0.59 0.0941
H 5.81 -0.89 0.27 0.1027
H 4.47 -2.60 -1.89 0.0665
H 6.16 -2.73 -1.39 0.0711
H 5.58 -1.27 -2.19 0.0678
H 2.66 -3.03 -0.12 0.1009
H 0.53 -6.21 0.03 0.1000
H 1.87 -5.15 0.42 0.1033
H 0.90 -5.81 -2.41 0.0670
H 2.37 -6.44 -1.64 0.0702
H 2.24 -4.72 -2.03 0.0658
H -3.71 -3.03 -0.64 0.0984
H -3.69 3.35 -1.00 0.0982
H 2.68 3.35 -0.54 0.0978
H -2.90 5.41 -1.72 0.1063
H -1.56 6.50 -1.42 0.1011
H -3.27 5.19 0.76 0.0701
H -3.41 6.87 0.22 0.0695
H -1.94 6.31 1.05 0.0661
H 0.63 6.50 -1.25 0.1013
H 2.00 5.41 -1.36 0.1062
H 0.65 6.30 1.24 0.0663
H 2.21 6.87 0.64 0.0693
H 2.01 5.18 1.15 0.0688
H -6.91 -0.90 -0.72 0.1004
H -5.89 -2.25 -0.24 0.1071
H -6.30 -1.27 -3.12 0.0669
H -7.00 -2.74 -2.41 0.0700
H -5.25 -2.61 -2.65 0.0644
H -5.85 2.65 -0.53 0.1062
H -6.90 1.27 -0.83 0.1004
H -5.22 2.68 -2.98 0.0700
H -6.97 2.88 -2.75 0.0695
H -6.30 1.32 -3.26 0.0660
H -3.03 -5.15 0.03 0.1068
H -1.65 -6.21 -0.17 0.0998
H -3.02 -4.69 -2.45 0.0650
H -3.22 -6.42 -2.10 0.0704
H -1.65 -5.78 -2.64 0.0666
C 3.63 -1.46 3.18 -0.0730
C 3.22 -1.04 4.59 -0.4026
C 3.48 0.44 4.82 -0.0715
C 1.77 -1.42 4.92 -0.1073
N 0.80 -0.72 4.10 -0.0972
C 0.40 -0.97 2.85 -0.1292
N -0.41 0.01 2.49 -0.0499
N -0.48 0.86 3.53 -0.0091
N 0.24 0.43 4.51 0.0659
H 4.70 -1.30 3.04 0.0855
H 3.11 -0.87 2.42 0.0646
H 3.42 -2.52 3.00 0.0855
H 3.83 -1.61 5.31 0.1353
H 2.90 1.05 4.11 0.0761
H 4.53 0.67 4.67 0.0806
H 3.19 0.74 5.83 0.0798
H 1.55 -1.15 5.95 0.1264
H 1.62 -2.49 4.79 0.1299
H 0.67 -1.82 2.25 0.1283
```



- Among the records above, which one has the lowest total charge?
  C41H53N11O6S



- Which value of electronic energy does entry 2 give?
  -160439.607 eV